48
Properties=species:S:1:pos:R:3 method="wB97M-V/def2-TZVPD" total_charge=-1
Zn -0.45763 0.61706 0.39573
O -0.25837 -2.31211 0.00534
C 0.72918 -3.25519 0.42485
C 1.40904 -2.69400 1.64216
C 0.93319 -2.94842 2.91994
C 1.53630 -2.31400 3.99312
C 2.59314 -1.45621 3.74838
C 3.00652 -1.27412 2.43557
N 2.43966 -1.88234 1.40146
H -0.30653 -2.32287 -0.95494
H 1.48342 -3.39761 -0.34946
H 0.24899 -4.21273 0.65531
H 0.07618 -3.59389 3.06074
H 1.16502 -2.46479 4.99848
H 3.08132 -0.92001 4.55131
H 3.82562 -0.60203 2.19763
S -1.08202 2.94785 1.07007
C -2.32585 2.66306 -0.06271
N -2.51682 1.51602 -0.65594
C -3.57683 1.55404 -1.53566
C -4.02300 0.48281 -2.30828
C -5.10224 0.66329 -3.15406
C -5.74739 1.89862 -3.24240
C -5.31675 2.97274 -2.48002
C -4.23333 2.79336 -1.63083
S -3.46011 3.92344 -0.56078
H -3.51824 -0.47108 -2.22732
H -5.45408 -0.16523 -3.75621
H -6.59076 2.01952 -3.91042
H -5.81579 3.93142 -2.54598
Cl 2.33230 -1.53750 -2.58728
C 2.93813 -0.23690 -1.57921
C 4.29893 -0.23690 -1.31364
C 4.85447 0.78397 -0.56256
C 4.02631 1.79933 -0.09290
C 2.67238 1.77521 -0.36336
C 2.06701 0.74802 -1.10912
C 0.60484 0.74415 -1.31962
H 4.91053 -1.04083 -1.70136
H 5.91663 0.78948 -0.35293
H 4.43961 2.61065 0.49433
H 2.02831 2.55826 0.02300
H 0.30418 0.00441 -2.05802
H 0.26662 1.72701 -1.65774
O -1.37573 -1.13283 3.57973
N -1.11562 -0.55827 2.54115
O 0.05051 -0.10557 2.30825
O -1.96127 -0.38829 1.62622

---

21
Properties=species:S:1:pos:R:3 method="wB97M-V/def2-TZVPD" total_charge=+1
C 1.46782 -0.45537 0.03532
C -0.94542 0.51890 -0.09734
C 0.61425 0.63544 0.03920
C -1.75340 -0.68457 -0.02623
N 1.26254 1.93486 0.09979
N -1.32230 -1.83066 0.24148
N 3.74163 -1.10643 0.10006
N -3.09636 -0.51411 -0.18896
O 1.20526 -1.69135 -0.00240
O 2.79660 -0.06474 -0.23659
H -1.30885 1.15903 0.66929
H -1.34207 0.77550 -1.05525
H 1.37799 2.43907 1.00912
H 0.79988 2.41284 -0.68279
H -2.02066 -2.59514 0.43079
H 0.17925 -1.90500 0.05947
H 3.23057 -1.93015 0.11118
H 4.42246 -1.09445 -0.63691
H 2.32195 1.55513 -0.08498
H -3.55539 -1.27893 0.27798
H -3.45540 0.34131 -0.27276

---

56
Properties=species:S:1:pos:R:3 method="wB97M-V/def2-TZVPD" total_charge=+1
C 1.64798 1.39338 3.41538
C 0.96186 1.25190 2.43093
C 0.49800 0.86401 1.04168
C 1.04686 -0.53742 0.55177
P 1.69936 -1.77117 1.84053
S 0.61098 -1.99940 3.42570
N -0.18093 -1.16791 -0.04917
N -1.12000 -1.95475 0.66432
C -0.47960 -0.96152 -1.30994
C -1.66536 -1.43707 -2.12943
C -2.40986 -0.15130 -2.65564
C -3.12815 0.67214 -1.53607
C -4.12418 -0.14673 -0.66585
N -4.42921 0.48466 0.61058
C -5.38956 1.46114 0.78643
C -5.43369 1.79845 2.13013
C -4.43253 1.00034 2.85000
C -3.86623 0.23248 1.83480
S 0.79490 0.08849 -1.97293
C 2.05778 -0.42183 -0.69595
C 2.76165 -1.75440 -1.14934
C 4.16233 -1.99350 -0.47780
C 3.11051 0.73455 -0.63279
C 3.45689 1.37354 -1.85755
C 4.39508 2.44184 -1.68665
C 4.83063 2.70022 -0.36933
N 4.52549 2.06992 0.75851
C 3.65178 1.07004 0.62952
H 2.32870 1.64452 4.22416
H 0.81089 1.68481 0.36686
H -0.60849 0.79156 1.07482
H 1.74977 -3.03203 1.17387
H 3.02464 -1.48288 2.24521
H -2.01901 -1.47462 0.63762
H -1.23018 -2.86311 0.22025
H -2.31472 -2.14091 -1.58421
H -1.31079 -1.98452 -3.03120
H -3.08319 -0.41245 -3.49428
H -1.62152 0.50036 -3.09814
H -2.38432 1.23117 -0.92528
H -3.71606 1.45066 -2.07133
H -3.76932 -1.17215 -0.41730
H -5.07160 -0.29930 -1.22736
H -6.01407 1.89836 -0.00162
H -6.06949 2.51783 2.65906
H -4.23595 1.02275 3.92318
H -3.06745 -0.50051 2.04070
H 2.14166 -2.64666 -0.90601
H 2.90570 -1.78411 -2.24865
H 5.00593 -1.73419 -1.14723
H 4.27205 -1.53981 0.52054
H 4.24655 -3.09369 -0.31965
H 3.05376 1.08334 -2.83541
H 4.72727 3.04170 -2.54712
H 5.52907 3.55206 -0.26153
H 3.32855 0.50745 1.51183

---

Computed LUMO energy, in the same sequence as the records: 2.7; -3.2; -4.2 eV.